(1)
DFT (ωB97M-V/def2-TZVPD) results for a 13-piece molecular cluster, C32H97N7O15 overall at a distorted geometry.

Bonds (Å) are listed after each position.
CARTESIAN COORDINATES (ANGSTROEM)
1 H -13.1539 -23.3650 31.6166  N65 1.010
2 H -17.0499 -19.3720 17.9352  C129 1.090
3 H -11.9512 -13.0368 21.1685  O103 0.957
4 H -21.4758 -16.2820 17.4705  C53 1.090
5 C -24.8661 -19.5189 21.8769  N91 1.433, H105 1.090, C143 1.545, C149 1.612
6 H -23.6811 -19.4152 20.2050  N91 1.010
7 H -20.2897 -6.7786 24.0588  C10 1.090
8 H -19.2767 -13.7076 24.3510  O66 0.960
9 O -23.6880 -19.4210 24.1168  C36 1.421, C149 1.427
10 C -20.9277 -6.5885 23.1957  H7 1.090, H73 1.090, O115 1.406, H130 1.090
11 H -17.6987 -10.8444 32.4005  O131 0.960
12 H -16.8395 -25.6539 27.8151  C13 1.090
13 C -17.9260 -25.7339 27.7782  H12 1.090, H58 1.090, O87 1.376, C99 1.595
14 H -19.2090 -22.7113 27.3816  C26 1.090
15 H -18.1595 -15.8278 25.8608  C86 1.090
16 H -11.0168 -18.4487 23.5604  N22 1.010
17 H -13.2565 -23.2348 21.2184  C145 1.090
18 C -13.7226 -6.5251 26.5577  O44 1.398, H48 1.090, H120 1.090, H150 1.090
19 H -25.2091 -19.7847 19.8416  N91 1.010
20 H -16.1559 -16.7151 31.4602  O110 0.957
21 H -23.2595 -17.4547 24.8991  C36 1.090
22 N -11.7351 -18.0396 22.9800  H16 1.010, C59 1.468, H83 1.010
23 H -9.8398 -18.5164 21.0641  C141 1.090
24 H -17.4678 -16.2263 24.4036  C86 1.090
25 C -12.4017 -9.3689 24.4859  C30 1.544, C43 1.583, H47 1.090, N125 1.464
26 C -18.7890 -23.6575 27.0403  H14 1.090, O87 1.411, H102 1.090, H146 1.090
27 H -14.3170 -22.4392 22.4540  C145 1.090
28 C -12.4771 -20.3950 22.6013  H54 1.090, H57 1.090, C59 1.591, O121 1.410
29 H -23.2221 -11.7119 24.5938  O94 0.957
30 C -12.1003 -10.4437 25.5521  C25 1.544, H88 1.090, H128 1.090, H142 1.090
31 H -24.9359 -5.4035 23.9510  N101 1.010
32 H -18.0555 -19.1382 19.3903  C129 1.090
33 N -19.7386 -26.8705 29.0042  H84 1.010, H90 1.010, C99 1.493
34 H -12.2983 -23.2710 29.5367  C45 1.090
35 H -12.4406 -14.4683 21.2254  O103 0.957
36 C -24.0552 -18.1616 24.6639  O9 1.421, H21 1.090, H107 1.090, H117 1.090
37 H -19.5103 -17.4981 18.0661  C89 1.090
38 H -19.0328 -12.7407 20.0172  O75 0.957
39 H -18.3373 -13.1450 18.7348  O75 0.957
40 H -20.0115 -20.0290 18.2071  C138 1.090
41 C -12.5844 -21.1706 29.3460  C45 1.489, H64 1.090, H72 1.090, H151 1.090
42 H -16.4527 -15.2614 31.1589  O110 0.957
43 C -12.4978 -7.9363 25.1532  C25 1.583, O44 1.429, H67 1.090, H136 1.090
44 O -13.4284 -7.8535 26.2351  C18 1.398, C43 1.429
45 C -12.3126 -22.3821 30.1674  H34 1.090, C41 1.489, C51 1.490, N65 1.443
46 H -19.9510 -10.2016 31.7086  O100 0.960
47 H -13.4307 -9.5808 24.1953  C25 1.090
48 H -14.4431 -6.5482 27.3753  C18 1.090
49 C -17.7863 -28.2376 28.4266  H82 1.090, C99 1.521, H112 1.090, H140 1.090
50 H -10.9157 -23.0873 31.6377  C51 1.090
51 C -11.0385 -22.2668 30.9307  C45 1.490, H50 1.090, O62 1.395, H104 1.090
52 H -12.4081 -18.7611 21.1237  C59 1.090
53 C -21.4516 -16.7800 16.5012  H4 1.090, H97 1.090, O137 1.424, H148 1.090
54 H -13.3927 -20.1921 23.1567  C28 1.090
55 H -10.5627 -9.0702 23.8692  N125 1.010
56 H -26.1051 -21.3507 21.9494  C143 1.090
57 H -11.8747 -20.8623 23.3803  C28 1.090
58 H -18.2289 -26.0049 26.7668  C13 1.090
59 C -11.8060 -19.1000 21.9667  N22 1.468, C28 1.591, H52 1.090, C141 1.551
60 H -14.2448 -22.9049 30.5295  N65 1.010
61 H -17.6005 -9.4738 30.8004  C135 1.090
62 O -9.9562 -22.3169 30.0524  C51 1.395, C139 1.470
63 H -23.2063 -4.2151 22.7621  C127 1.090
64 H -12.5724 -20.3580 30.0724  C41 1.090
65 N -13.4393 -22.5819 31.0461  H1 1.010, C45 1.443, H60 1.010
66 O -18.4609 -13.9037 23.8846  H8 0.960, C81 1.452
67 H -12.7213 -7.2627 24.3259  C43 1.090
68 H -17.8076 -26.4891 29.7875  C99 1.090
69 H -23.8237 -6.3808 24.4691  N101 1.010
70 H -26.9900 -19.9068 22.1568  C143 1.090
71 C -23.7730 -6.1942 22.4224  N101 1.466, C106 1.498, C127 1.597, H147 1.090
72 H -11.8069 -21.0552 28.5908  C41 1.090
73 H -20.2645 -6.4228 22.3467  C10 1.090
74 H -11.6472 -8.9169 22.6388  N125 1.010
75 O -18.9724 -12.5216 19.0874  H38 0.957, H39 0.957
76 H -19.3311 -11.7441 29.8062  C108 1.090
77 H -25.6808 -6.3552 21.6142  C106 1.090
78 H -18.2820 -20.0310 15.9751  N126 1.010
79 H -9.7551 -19.6998 22.3436  C141 1.090
80 H -16.4025 -13.9432 24.2078  C81 1.090
81 C -17.3253 -14.0728 24.7732  O66 1.452, H80 1.090, C86 1.586, H122 1.090
82 H -18.2091 -28.3958 27.4345  C49 1.090
83 H -12.5464 -18.0152 23.5810  N22 1.010
84 H -19.9995 -25.9224 29.2349  N33 1.010
85 H -23.2656 -12.4987 25.8865  O94 0.957
86 C -17.2829 -15.5805 25.2620  H15 1.090, H24 1.090, C81 1.586, O92 1.419
87 O -18.3316 -24.4603 28.1068  C13 1.376, C26 1.411
88 H -12.9952 -10.6654 26.1336  C30 1.090
89 C -19.6051 -18.1179 17.1745  H37 1.090, H98 1.090, O137 1.431, C138 1.545
90 H -20.0275 -26.9951 28.0444  N33 1.010
91 N -24.4962 -19.9040 20.5470  C5 1.433, H6 1.010, H19 1.010
92 O -16.0365 -15.8217 25.8955  C86 1.419, H93 0.960
93 H -16.3226 -15.8759 26.8103  O92 0.960
94 O -22.6587 -12.1343 25.2422  H29 0.957, H85 0.957
95 H -16.9729 -10.7778 29.7110  C135 1.090
96 H -10.3204 -20.1484 20.7247  C141 1.090
97 H -20.7412 -16.2651 15.8544  C53 1.090
98 H -18.9400 -17.8296 16.3605  C89 1.090
99 C -18.2522 -26.8571 28.8629  C13 1.595, N33 1.493, C49 1.521, H68 1.090
100 O -20.1531 -10.0372 30.7846  H46 0.960, C108 1.454
101 N -24.4768 -6.2694 23.7068  H31 1.010, H69 1.010, C71 1.466
102 H -17.9733 -23.4274 26.3549  C26 1.090
103 O -12.2800 -13.7469 20.6172  H3 0.957, H35 0.957
104 H -11.0828 -21.3401 31.5028  C51 1.090
105 H -25.1994 -18.4828 21.9362  C5 1.090
106 C -24.7234 -5.9461 21.2915  C71 1.498, H77 1.090, H111 1.090, H116 1.090
107 H -24.8362 -17.7118 24.0509  C36 1.090
108 C -19.1842 -10.6685 29.9038  H76 1.090, O100 1.454, H134 1.090, C135 1.584
109 H -7.8197 -22.6102 30.1333  C139 1.090
110 O -16.1418 -16.0705 30.7527  H20 0.957, H42 0.957
111 H -24.3788 -6.3517 20.3402  C106 1.090
112 H -18.0745 -29.0946 29.0353  C49 1.090
113 H -26.1295 -20.3481 23.5031  C143 1.090
114 H -8.6346 -22.7776 31.7287  C139 1.090
115 O -21.6547 -5.4122 23.4479  C10 1.406, C127 1.462
116 H -24.9339 -4.8971 21.0829  C106 1.090
117 H -24.5146 -18.3704 25.6301  C36 1.090
118 H -22.9510 -20.4952 22.5612  C149 1.090
119 H -22.1656 -5.0507 21.4316  C127 1.090
120 H -14.1816 -6.0572 25.6867  C18 1.090
121 O -12.6565 -21.3994 21.6287  C28 1.410, C145 1.414
122 H -17.3848 -13.3181 25.5574  C81 1.090
123 H -12.8094 -23.0839 22.9113  C145 1.090
124 H -19.8407 -20.1755 15.9254  N126 1.010
125 N -11.3832 -9.4731 23.4395  C25 1.464, H55 1.010, H74 1.010
126 N -19.0504 -20.4130 16.5077  H78 1.010, H124 1.010, C138 1.450
127 C -22.6334 -5.0754 22.4159  H63 1.090, C71 1.597, O115 1.462, H119 1.090
128 H -11.2524 -10.1716 26.1807  C30 1.090
129 C -17.9337 -19.7147 18.4733  H2 1.090, H32 1.090, H133 1.090, C138 1.533
130 H -21.4896 -7.5134 23.0653  C10 1.090
131 O -17.4076 -11.2859 31.5993  H11 0.960, C135 1.411
132 H -22.7429 -18.8092 22.4363  C149 1.090
133 H -17.7359 -20.6996 18.8965  C129 1.090
134 H -19.2613 -10.2167 28.9149  C108 1.090
135 C -17.7121 -10.5046 30.4640  H61 1.090, H95 1.090, C108 1.584, O131 1.411
136 H -11.4932 -7.6423 25.4574  C43 1.090
137 O -20.9603 -18.0989 16.7165  C53 1.424, C89 1.431
138 C -19.2149 -19.5357 17.6501  H40 1.090, C89 1.545, N126 1.450, C129 1.533
139 C -8.6626 -22.2983 30.7501  O62 1.470, H109 1.090, H114 1.090, H144 1.090
140 H -16.6992 -28.2680 28.3528  C49 1.090
141 C -10.3549 -19.3759 21.4930  H23 1.090, C59 1.551, H79 1.090, H96 1.090
142 H -11.8977 -11.3298 24.9506  C30 1.090
143 C -26.0376 -20.3686 22.4172  C5 1.545, H56 1.090, H70 1.090, H113 1.090
144 H -8.4103 -21.2809 31.0491  C139 1.090
145 C -13.3007 -22.5729 22.0833  H17 1.090, H27 1.090, O121 1.414, H123 1.090
146 H -19.5287 -24.1911 26.4435  C26 1.090
147 H -23.4213 -7.2132 22.2606  C71 1.090
148 H -22.3945 -16.8207 15.9558  C53 1.090
149 C -23.4865 -19.5576 22.7103  C5 1.612, O9 1.427, H118 1.090, H132 1.090
150 H -12.8140 -6.0397 26.9139  C18 1.090
151 H -13.5650 -21.2234 28.8731  C41 1.090

The energy above the lowest of the compared OMol25 structures with the same formula, charge and spin comes out at 5.100 eV. Its largest force on an atom is 3.5 eV/A. For the orbital gap, the calculation gives 9.17 eV. The calculation puts the highest occupied orbital energy at -9.09 eV. The calculation puts the LUMO energy at 0.003 Ha.

---

(2)
DFT (ωB97M-V/def2-TZVPD) results for a 13-piece molecular cluster, C6H38N12O13 overall at a distorted geometry.

Bonds (Å) are listed after each position.
CARTESIAN COORDINATES (ANGSTROEM)
1 H -0.0842 0.6486 -1.4170  N23 1.010
2 H 3.9347 -1.5434 -5.6304  N15 1.010
3 H 2.4436 -5.0849 -1.3661  N16 1.010
4 H -4.5421 -1.3127 7.4905  N18 1.010
5 H -0.8119 -2.8404 6.5334  O66 0.957
6 H -4.0093 1.6399 6.0300  N31 1.010
7 H 4.9234 3.5752 -0.9175  N11 1.010
8 O 4.8621 -0.0103 0.5991  H57 0.957, H65 0.957
9 O -5.6725 1.9379 0.7416  H17 0.957, H45 0.957
10 H -5.3660 -2.5083 2.3420  O63 0.957
11 N 5.2787 4.5179 -0.9890  H7 1.010, C43 1.338, H49 1.010
12 H 4.0182 1.5449 4.7204  O64 0.957
13 H -5.3432 3.8371 -3.3443  N14 1.010
14 N -5.6245 2.8677 -3.3802  H13 1.010, C19 1.312, H44 1.010
15 N 2.9465 -1.7515 -5.6143  H2 1.010, H38 1.010, C60 1.277
16 N 3.3896 -5.4146 -1.2380  H3 1.010, C35 1.299, H56 1.010
17 H -5.5312 2.3566 -0.1075  O9 0.957
18 N -5.1394 -1.1652 6.6895  H4 1.010, C30 1.279, H61 1.010
19 C -4.5984 2.0545 -3.4614  N14 1.312, O26 1.235, N51 1.306
20 H 2.2736 -4.4973 0.4858  N21 1.010
21 N 3.2103 -4.6948 0.8078  H20 1.010, C35 1.333, H48 1.010
22 H -2.0033 -4.8437 2.2419  O33 0.957
23 N 0.3948 0.2737 -0.6108  H1 1.010, C27 1.308, H28 1.010
24 N 5.5337 6.4885 -1.8275  H39 1.010, C43 1.281, H58 1.010
25 H 1.4920 -0.3564 1.2045  N37 1.010
26 O -3.3839 2.2637 -3.3755  C19 1.235
27 C -0.2800 -0.0792 0.4529  N23 1.308, N37 1.259, O54 1.192
28 H 1.4029 0.3325 -0.5914  N23 1.010
29 H 0.2057 -0.5891 -6.4218  N53 1.010
30 C -5.0332 -0.0472 6.0777  N18 1.279, N31 1.335, O68 1.195
31 N -3.8883 0.6384 6.0809  H6 1.010, C30 1.335, H42 1.010
32 O 4.6553 4.9472 -3.0982  C43 1.199
33 O -2.3381 -5.2452 3.0437  H22 0.957, H50 0.957
34 O 2.5556 0.4357 -5.8625  C60 1.253
35 C 4.0153 -5.2180 -0.1169  N16 1.299, N21 1.333, O36 1.211
36 O 5.1536 -5.5366 0.1483  C35 1.211
37 N 0.5027 -0.3317 1.4063  H25 1.010, C27 1.259, H47 1.010
38 H 2.7539 -2.7302 -5.7732  N15 1.010
39 H 5.9926 6.8421 -1.0001  N24 1.010
40 H 0.6587 -3.0120 6.2174  O66 0.957
41 H 5.3670 2.2276 4.8028  O64 0.957
42 H -3.0175 0.2001 6.3450  N31 1.010
43 C 5.0266 5.3282 -2.0231  N11 1.338, N24 1.281, O32 1.199
44 H -6.6046 2.6300 -3.4348  N14 1.010
45 H -5.0514 1.2097 0.7565  O9 0.957
46 H 0.5359 -2.0756 -5.6793  N53 1.010
47 H 0.1467 -0.5326 2.3300  N37 1.010
48 H 3.5731 -4.4750 1.7244  N21 1.010
49 H 5.8013 4.9037 -0.2156  N11 1.010
50 H -2.0975 -4.6317 3.7380  O33 0.957
51 N -5.1124 0.8589 -3.5719  C19 1.306, H55 1.010, H67 1.010
52 H -0.3109 4.9284 -4.5955  O62 0.957
53 N 0.8743 -1.1546 -5.9186  H29 1.010, H46 1.010, C60 1.362
54 O -1.4596 -0.2504 0.4449  C27 1.192
55 H -4.4356 0.1199 -3.6981  N51 1.010
56 H 3.8553 -5.5790 -2.1190  N16 1.010
57 H 5.5301 0.2599 1.2292  O8 0.957
58 H 5.3752 7.1493 -2.5747  N24 1.010
59 H -4.7345 -2.1266 1.0202  O63 0.957
60 C 2.1692 -0.7538 -5.7873  N15 1.277, O34 1.253, N53 1.362
61 H -5.8893 -1.8358 6.5999  N18 1.010
62 O 0.1848 4.3405 -5.1656  H52 0.957, H69 0.957
63 O -5.5800 -2.1927 1.4641  H10 0.957, H59 0.957
64 O 4.4861 2.3327 4.4433  H12 0.957, H41 0.957
65 H 5.0039 -0.9503 0.4873  O8 0.957
66 O -0.2083 -3.0162 5.8116  H5 0.957, H40 0.957
67 H -6.0771 0.7475 -3.8496  N51 1.010
68 O -5.9566 0.4062 5.4691  C30 1.195
69 H -0.3419 3.5421 -5.2032  O62 0.957

The energy above the lowest of the compared OMol25 structures with the same formula, charge and spin comes out at 5.357 eV. Its largest force on an atom is 7.4 eV/A. For the orbital gap, the calculation gives 8.96 eV. The calculation puts the highest occupied orbital energy at -9.36 eV. The calculation puts the LUMO energy at -0.015 Ha.